Here is a cluster of 4 separate species, C18H34F5N2O9 in total from the OMol25 dataset. Energies are from ωB97M-V/def2-TZVPD.

Properties
Kohn-Sham gap: 8.7 eV
Charge: +1
Energy above the lowest of the compared OMol25 structures with the same formula, charge and spin: 0.00 kJ/mol
E_LUMO: -3.71 eV

Positions of all 68 atoms, in Å:
1 O 3.66 -1.71 5.75
2 H 0.93 7.10 -5.23
3 O 3.19 -0.17 4.16
4 O -0.18 3.17 -4.43
5 O -5.25 1.70 4.18
6 H -0.65 -2.10 -2.80
7 C 3.32 -1.31 4.53
8 C 1.84 -4.44 -2.45
9 F -0.68 0.07 -1.41
10 H 2.03 -1.37 2.36
11 C 0.62 6.58 -4.32
12 H 4.80 -2.48 1.68
13 C -0.90 2.23 -3.63
14 H -0.40 2.09 -2.68
15 H -1.97 -3.77 -2.01
16 C -0.05 -2.76 -2.17
17 H 1.67 -2.58 -3.34
18 H -1.01 -3.82 -0.54
19 O -0.78 4.75 -2.92
20 H -2.38 1.89 -0.16
21 H 4.43 -0.78 1.95
22 F -1.49 -1.43 -0.08
23 H -1.64 1.35 2.15
24 C -3.02 2.14 0.69
25 H -1.92 2.56 -3.46
26 H 2.60 6.35 -3.52
27 H -2.88 0.20 1.65
28 H 3.08 0.05 6.71
29 H 2.39 -3.06 2.04
30 H -6.92 1.72 5.32
31 H 0.59 -3.66 -3.91
32 H 4.82 -0.10 6.38
33 C 4.02 -1.72 1.59
34 H -0.74 -5.54 -2.88
35 C 1.63 6.76 -3.22
36 C 0.93 -5.40 -1.65
37 C 2.81 -2.13 2.40
38 C -2.69 1.25 1.87
39 H -4.06 2.02 0.39
40 F 1.61 -1.16 -1.70
41 N -0.48 -5.23 -1.95
42 H 2.59 -3.98 -1.81
43 O 3.15 -2.40 3.77
44 H -0.37 6.94 -4.03
45 C -0.20 4.42 -3.93
46 H 2.35 -4.95 -3.27
47 H -0.90 1.30 -4.20
48 O -5.23 0.55 2.23
49 C 3.92 -0.64 6.67
50 H 1.76 7.82 -3.00
51 H -2.85 3.18 0.95
52 C -0.37 -0.84 -0.49
53 F 1.16 -2.61 -0.14
54 C -0.96 -3.91 -1.63
55 H -6.80 0.31 4.24
56 H 3.75 -1.61 0.54
57 H 1.23 -6.43 -1.82
58 H 4.06 -1.12 7.64
59 H 1.31 6.25 -2.31
60 F 0.22 -0.27 0.54
61 C -6.64 1.38 4.32
62 N 1.03 -3.32 -3.05
63 O -3.42 1.63 3.04
64 H -7.23 1.90 3.57
65 O 0.51 5.19 -4.73
66 C -4.69 1.23 3.07
67 H 1.06 -5.19 -0.58
68 C 0.60 -1.87 -1.12